[1]
Formula: C45H37Cl2N6O3P2S2TeY
Source: OMol25
Level of theory: ωB97M-V/def2-TZVPD

The geometry in XYZ format:
```
99
Properties=species:S:1:pos:R:3:forces:R:3:mulliken_charge:R:1
Te 5.18290 -1.60318 0.46491 -0.04 0.18 0.04 0.34
Y -0.17840 0.56562 0.49677 0.23 0.55 0.70 -0.22
Cl -1.05564 -1.45065 -2.73584 -0.07 0.03 0.02 0.01
Cl -0.96276 -3.99281 -4.20008 0.01 0.00 -0.01 -0.17
S -1.31204 1.25029 2.92619 0.06 -0.16 -0.13 -0.36
S -1.54566 2.98554 1.86599 -0.29 -0.04 -0.05 1.02
P 2.28917 -0.62300 -0.89267 0.03 -0.18 -0.11 1.90
P 2.50111 0.04054 1.84298 -0.13 0.21 -0.31 2.48
O -0.50526 2.75016 0.77466 0.08 -0.13 -0.22 -0.19
O -1.23205 4.14276 2.65597 0.09 -0.02 0.01 -0.66
O -2.86255 2.98207 1.24665 0.03 0.02 0.01 -0.62
N -2.46719 0.00270 -0.06808 0.16 -0.03 0.08 1.43
N 8.57016 1.96491 0.69441 -0.03 -0.04 0.00 -0.64
N -1.00317 1.59738 -1.63368 0.03 -0.06 -0.06 0.88
N -1.06115 -2.98112 3.32166 -0.04 -0.04 0.03 0.23
N -1.12026 -1.50376 1.51521 -0.03 -0.05 0.02 0.63
N -3.23027 -0.87533 0.67394 -0.10 0.04 -0.10 -1.39
C -3.01495 -4.15378 4.15747 0.01 -0.03 0.04 -0.94
C 7.27074 2.23691 0.79954 0.04 0.00 -0.01 -0.61
C 5.27301 0.18517 4.86157 0.00 0.02 -0.03 -0.80
C -3.09715 0.91043 -0.69651 -0.01 0.11 -0.10 -0.83
C 3.41435 -0.52776 0.43694 -0.12 -0.25 -0.01 -1.29
C -2.93930 2.85825 -2.23344 -0.09 -0.01 0.01 -1.13
C 2.70343 0.85793 -4.69409 0.01 -0.01 0.01 -0.48
C 2.14886 -2.37075 -1.47250 0.02 0.06 0.00 -0.06
C 4.19085 0.87007 -2.34984 0.03 0.03 0.02 -0.79
C -2.16317 3.68483 -3.03075 0.06 0.02 -0.02 -0.48
C 4.14938 -1.93382 4.99956 -0.02 -0.01 0.00 -0.78
C 3.49460 -0.32643 3.31934 -0.09 -0.10 0.00 0.40
C 1.96220 -5.08812 -2.11769 -0.01 -0.01 0.02 -0.67
C 6.26855 1.27861 0.73541 0.01 0.05 0.02 -0.26
C 5.11476 -1.05268 5.46678 0.00 -0.01 0.01 -0.54
C -0.26303 2.39818 -2.39330 0.02 -0.04 0.04 0.04
C 1.32026 -3.22514 -0.74494 0.06 0.04 -0.01 -0.66
C -3.18915 -2.57719 2.32501 0.05 0.05 -0.03 0.70
C -1.52510 -3.15930 -2.75095 -0.01 0.02 -0.02 -0.20
C -2.32637 1.82149 -1.55776 0.05 -0.02 0.06 1.39
C 1.97122 2.59806 2.87212 0.02 -0.01 -0.01 -0.55
C 2.97711 0.19391 -2.38391 -0.12 -0.04 -0.01 0.37
C 1.82609 3.97081 2.79740 -0.02 -0.04 0.01 -0.68
C 4.65526 1.54400 -3.47382 0.00 0.00 -0.01 -0.46
C 3.91305 1.54250 -4.64465 -0.01 0.00 0.00 -0.82
C 2.23974 0.19035 -3.57148 0.03 -0.01 0.02 -0.36
C 2.15226 4.64355 1.62566 0.01 0.03 -0.03 -0.66
C -4.56100 -2.82143 2.26015 -0.04 0.00 -0.01 -0.29
C -5.14729 -3.72144 3.12477 -0.01 -0.01 0.01 -0.81
C 8.89714 0.68405 0.51987 -0.01 0.04 0.01 -0.37
C -0.48970 -2.15218 2.44588 -0.03 -0.01 -0.02 -0.54
C 2.88404 -2.90099 -2.52806 0.01 0.02 0.00 -0.39
C 2.79154 2.56241 0.61103 -0.07 -0.06 0.01 -0.18
C 2.63127 3.94144 0.53408 0.00 0.01 0.01 -1.02
C -4.37236 -4.38663 4.07599 0.02 0.02 -0.02 -0.46
C 4.46744 0.54832 3.79094 0.02 0.00 0.04 -0.29
C -2.51990 -1.60675 1.45249 0.12 -0.09 0.05 -0.26
C 2.78966 -4.24988 -2.84830 0.00 0.01 0.00 -0.70
C 3.34490 -1.56870 3.93224 0.03 0.02 -0.02 -0.41
C 6.62057 -0.04885 0.54537 -0.08 -0.09 -0.02 0.08
C 7.97513 -0.34701 0.44021 0.00 -0.02 -0.02 -0.52
C -2.43176 -3.24883 3.27778 0.02 0.00 -0.01 0.00
C 1.22618 -4.57293 -1.05738 0.04 0.01 0.02 -0.27
C -0.80329 3.44736 -3.12120 -0.05 0.02 -0.01 -1.20
C 2.47118 1.87627 1.78282 0.16 0.06 0.08 0.04
H 2.88186 4.46145 -0.38285 0.00 -0.01 0.00 0.51
H -1.06940 -3.63174 -1.88929 -0.01 -0.01 -0.01 -0.10
H 5.23043 1.56733 0.83835 -0.03 0.02 -0.01 0.72
H 1.41519 4.51418 3.63656 0.00 0.00 0.00 0.34
H 0.80220 2.19603 -2.41378 0.00 0.00 -0.01 0.37
H 5.60302 2.06601 -3.43117 0.00 -0.01 0.01 0.46
H -0.49415 -3.41348 4.03262 0.03 0.01 -0.01 0.32
H -2.60664 -3.20492 -2.72319 -0.01 -0.01 0.01 0.47
H 3.54208 -2.25911 -3.09984 0.01 -0.01 -0.01 0.44
H 4.02982 -2.90513 5.46270 0.00 0.00 0.00 0.41
H 7.01237 3.28108 0.94732 -0.01 -0.01 0.00 0.40
H 0.58053 -5.22193 -0.47645 0.00 0.00 -0.01 0.44
H 2.00904 5.71457 1.56275 0.00 -0.01 0.00 0.38
H 0.74102 -2.81940 0.07751 -0.03 -0.01 0.03 0.43
H -2.61394 4.50933 -3.56653 -0.01 0.00 0.01 0.43
H 3.18062 2.01485 -0.23852 0.03 0.00 0.01 0.28
H 4.59740 1.51433 3.31899 0.00 -0.01 0.02 0.36
H 6.03182 0.87036 5.21700 0.00 0.00 0.00 0.42
H 4.27593 2.06757 -5.51923 0.00 -0.01 0.00 0.37
H 5.74633 -1.33352 6.29983 0.00 0.00 0.00 0.39
H 1.67349 2.07419 3.77257 0.01 0.01 0.01 0.45
H -4.17487 1.01604 -0.61578 0.00 -0.04 -0.03 0.26
H 3.37048 -4.64645 -3.67152 0.00 0.00 0.01 0.45
H 0.58108 -2.00281 2.53882 0.00 0.00 -0.02 0.17
H 1.88950 -6.13816 -2.37096 0.00 0.01 0.00 0.39
H -0.15993 4.06844 -3.72798 0.00 -0.01 0.00 0.49
H -2.40573 -4.66149 4.89574 -0.01 0.00 -0.01 0.42
H -4.00100 3.02275 -2.11156 0.01 0.00 -0.01 0.50
H 1.30195 -0.35147 -3.61820 -0.01 0.00 -0.01 0.31
H -6.21140 -3.90686 3.07212 0.01 0.00 0.00 0.43
H -4.83435 -5.08767 4.75786 -0.01 0.00 0.00 0.41
H -5.14394 -2.28093 1.52767 0.00 -0.01 0.01 0.48
H 8.31886 -1.36474 0.29478 0.01 0.01 0.00 0.37
H 4.77768 0.86908 -1.43974 -0.01 0.00 0.00 0.07
H 9.95795 0.47081 0.43628 0.00 0.00 0.00 0.37
H 2.12334 0.84327 -5.60871 0.00 0.00 0.01 0.46
H 2.61087 -2.26989 3.54805 0.01 -0.01 0.01 0.21
```
Positions in Å, forces in eV/Å.

## Properties
HOMO level, eV: -6.88
LUMO, eV: -1.116
Gap between HOMO and LUMO, eV: 5.763
Molecular weight, g/mol: 1123.32
Max |F|, eV Å⁻¹: 0.92
Electronic energy, a.u.: -4997.2340
Multiplicity: 1

***

[2]
Formula: C45H37Cl5HgOP2Si
Source: OMol25
Level of theory: ωB97M-V/def2-TZVPD

The geometry in XYZ format:
```
92
Properties=species:S:1:pos:R:3:forces:R:3:mulliken_charge:R:1
Hg -0.37943 1.66805 0.79644 0.35 -0.21 0.07 0.64
Cl -1.56607 -0.87321 6.53974 0.00 0.03 0.15 -0.22
Cl -0.94162 -4.29787 1.39468 0.02 -0.03 -0.16 -0.22
Cl -1.04847 0.51667 3.83523 -0.01 -0.02 -0.14 -0.16
Cl -1.61956 -3.99128 6.75178 -0.06 -0.04 0.11 -0.25
Cl -1.42532 -5.69622 4.14472 0.00 -0.14 -0.02 -0.23
P 0.74039 -0.66787 -2.15019 0.22 -0.21 -0.33 0.78
P -2.54271 -0.30233 -0.73745 -0.56 -0.05 -0.55 1.69
Si 2.61178 1.28273 1.74130 -0.25 0.24 -0.20 0.08
O -0.62424 -1.40094 1.59747 -0.08 0.17 -0.21 -0.11
C -4.74654 -0.32149 2.65501 -0.08 0.06 0.04 -0.78
C 4.74812 3.81803 -1.60240 -0.06 0.01 -0.01 -0.41
C -3.79642 -0.83327 0.48398 0.17 0.03 0.21 0.48
C 1.57411 3.37383 3.42112 0.06 -0.04 -0.15 -0.27
C 1.12138 3.90068 4.61914 -0.04 0.03 0.02 -0.63
C -1.07670 -3.35554 2.83942 -0.04 -0.17 0.03 0.62
C 3.43942 3.39338 -1.78131 0.12 0.03 -0.04 -0.58
C -5.30539 -2.37863 1.56545 -0.04 -0.04 0.04 -0.66
C -3.33001 1.25081 -1.36740 0.26 0.07 0.12 0.18
C -4.17614 3.75125 -2.30190 -0.03 0.00 -0.04 -0.50
C 0.99239 0.26131 -4.78766 0.05 0.01 0.10 -0.44
C -4.99193 2.99901 -1.47147 -0.05 0.02 0.01 -0.71
C -1.13277 -1.21068 3.90128 -0.05 0.03 0.37 0.61
C 2.10164 -1.82302 -4.38950 -0.01 0.06 -0.12 -0.53
C 3.43759 2.38729 0.42975 -0.17 -0.08 0.16 0.53
C -3.93952 0.01759 1.58503 0.11 -0.06 0.03 -0.57
C 5.40045 3.53960 -0.40936 0.07 0.02 -0.01 -0.60
C 3.45249 -1.26074 -1.67536 -0.10 0.02 0.14 -0.64
C 2.18362 2.11648 3.36660 0.08 0.06 -0.09 0.35
C 1.88560 -2.57865 -0.41899 -0.06 0.10 -0.11 -0.13
C -2.94037 3.24908 -2.68390 0.00 0.04 -0.05 -0.67
C 2.07537 -0.88221 -6.60176 0.04 0.00 -0.03 -0.50
C 2.12979 -1.57295 -1.35206 -0.02 0.09 0.09 0.76
C -0.45502 -2.07528 -2.37658 -0.23 0.21 0.13 -1.34
C 2.46637 -1.88543 -5.72355 -0.04 -0.04 0.00 -0.68
C 2.93518 -3.33349 0.08596 0.00 -0.07 0.04 -0.37
C 4.23760 -3.07715 -0.31260 0.00 0.00 0.06 -0.65
C 4.75177 2.82997 0.59127 0.05 0.03 0.08 -0.51
C 1.34225 0.19273 -6.13051 -0.05 0.04 -0.11 -0.53
C -0.92243 -1.93758 2.68685 0.14 0.03 -0.12 -1.49
C -2.52011 2.01752 -2.21037 -0.06 -0.09 -0.03 -0.25
C 2.80002 2.68791 -0.77341 -0.20 -0.09 -0.02 0.33
C 4.49765 -2.01005 -1.16156 0.06 0.03 -0.03 -0.66
C 2.33384 1.41316 4.56502 0.10 -0.07 -0.15 -0.38
C -1.35664 -1.83114 5.11750 0.00 -0.09 -0.17 0.02
C -4.57632 1.75744 -1.00835 0.03 -0.04 -0.06 -0.37
C -5.44115 -1.52416 2.64636 -0.02 -0.03 -0.03 -0.58
C 1.36313 -0.74372 -3.90028 -0.09 0.10 0.11 0.37
C -2.93521 -1.38836 -2.22249 0.39 -0.09 0.09 -1.37
C 1.88825 1.93729 5.76634 -0.05 0.02 0.12 -0.53
C -1.41835 -3.22150 5.21701 -0.05 0.03 0.07 0.37
C -1.29901 -3.97745 4.05192 0.02 0.26 -0.01 0.03
C 1.26760 3.17802 5.79594 0.05 0.00 -0.01 -0.41
C -1.72433 -1.64662 -3.14139 0.04 0.12 0.20 -0.71
C -4.48065 -2.04310 0.49820 -0.01 0.00 -0.03 -0.57
H 1.03762 0.97788 -6.81158 -0.01 0.02 0.02 0.42
H -1.99261 -2.44592 -3.83762 -0.03 0.11 -0.06 0.40
H 5.51766 -1.76667 -1.43277 0.00 -0.01 -0.02 0.41
H 5.25720 4.36271 -2.38805 0.01 0.01 0.00 0.37
H 0.07323 -2.86865 -2.90803 -0.05 -0.07 0.12 0.76
H -1.54330 1.63208 -2.48447 0.08 0.07 0.04 0.25
H -5.95901 3.38537 -1.17288 -0.01 -0.01 0.01 0.40
H -1.52062 -0.75850 -3.74884 -0.03 -0.03 -0.04 0.32
H -5.83866 -3.32140 1.55188 0.04 -0.02 0.01 0.39
H 2.91985 3.59801 -2.70969 0.00 0.01 0.01 0.39
H 5.04870 -3.70076 0.04206 0.02 0.05 0.08 0.36
H 2.79632 0.43243 4.54434 -0.01 -0.02 0.05 0.30
H 3.61796 0.23938 2.06160 -0.04 -0.16 0.03 -0.30
H 2.40111 -2.61819 -3.72015 0.01 -0.03 0.03 0.36
H 1.44675 3.93734 2.50289 -0.05 0.03 0.01 0.37
H 2.72815 -4.13119 0.78849 -0.03 0.00 0.00 0.45
H 2.34118 -0.94429 -7.64954 0.03 0.03 0.00 0.36
H -0.74060 -2.43094 -1.38474 0.05 -0.11 0.04 0.49
H 6.42200 3.87150 -0.26590 0.00 -0.01 0.03 0.37
H 5.27712 2.61894 1.51623 0.03 -0.02 0.00 0.33
H -3.24834 -2.35911 -1.83468 -0.05 0.04 0.00 0.29
H -2.29661 3.83253 -3.33087 0.02 -0.02 0.00 0.41
H -5.22439 1.19161 -0.35259 0.00 -0.02 0.01 0.39
H 3.04918 -2.72431 -6.08305 -0.01 -0.02 -0.01 0.39
H 1.78037 2.35189 -0.93007 0.02 -0.01 -0.01 -0.19
H -4.37442 -2.75441 -0.30864 -0.01 0.01 -0.03 0.21
H -3.75854 -0.95207 -2.79125 -0.06 -0.11 0.07 0.61
H 0.42124 1.10690 -4.42026 0.01 0.02 0.00 0.31
H 0.63906 4.87053 4.63418 0.00 0.01 0.00 0.36
H -6.07170 -1.79854 3.48283 0.01 0.00 0.00 0.36
H 2.00837 1.37349 6.68308 -0.02 -0.04 -0.02 0.39
H 0.87405 -2.76305 -0.08348 0.02 -0.07 0.09 -0.39
H 3.66205 -0.44008 -2.34901 0.03 0.03 -0.07 0.48
H 0.89723 3.57762 6.73133 0.00 0.01 0.01 0.37
H -4.50035 4.72511 -2.64666 0.00 0.00 -0.01 0.36
H -4.83262 0.34778 3.50218 0.05 0.00 0.00 0.40
H -3.38003 0.94704 1.60505 0.00 0.01 0.07 0.41
```
Positions in Å, forces in eV/Å.

## Properties
HOMO level (spin up / spin down), eV: -4.02 / -4.45
LUMO (spin up / spin down), eV: 2.364 / 1.604
Gap between HOMO and LUMO (spin up / spin down), eV: 6.388 / 6.052
Molecular weight, g/mol: 1061.68
Max |F|, eV Å⁻¹: 0.79
Total charge: -1
Electronic energy, a.u.: -5238.8843
Multiplicity: 2